Here is 2 unconnected molecules or ions with the total composition C4H12NS2 in a non-equilibrium geometry from the Open Molecules 2025 dataset. Energies are from ωB97M-V/def2-TZVPD.

Each line ends with the Löwdin charge.
Cartesian coordinates (Å):
1 C 1.27842 -2.05660 0.56144  -0.418
2 S 0.32914 -1.26453 -0.81512  0.397
3 S 1.99175 -0.60610 -1.88637  0.396
4 H 1.93042 -2.77513 0.08558  0.029
5 H 0.55756 -2.49193 1.25654  0.040
6 H 1.87095 -1.32482 1.08088  0.028
7 H 2.25143 0.43184 -1.12564  -0.216
8 C -2.25975 1.22556 3.00096  -0.073
9 C -1.62152 0.96041 1.68528  -0.113
10 C -1.56690 1.89685 0.73485  -0.105
11 N -0.87941 1.74948 -0.54032  0.161
12 H -2.48247 2.26250 3.18026  0.079
13 H -3.19783 0.62730 3.11358  0.109
14 H -1.58099 0.85272 3.77461  0.092
15 H -1.22441 -0.03998 1.51703  0.100
16 H -1.99588 2.88476 0.89130  0.134
17 H -0.41462 0.82904 -0.67596  0.008
18 H -1.55746 1.85814 -1.31071  0.183
19 H -0.11654 2.41186 -0.67650  0.170

Its net charge is +1. As for the LUMO energy: -3.37 eV. The energy above the lowest of the compared OMol25 structures with the same formula, charge and spin comes out at 0.890 eV. Its HOMO-LUMO gap is 9.7 eV.